Entry 1:
An isolated molecule of C5H5N at a distorted geometry. Source: OMol25; level of theory: the ωB97M-V functional and the def2-TZVPD basis.

Computed properties:
net charge	0
structure (SMILES)	N#CC=C1CC1
HOMO-LUMO gap	10.4	eV
ΔE to the lowest compared entry with this formula, charge and spin	274.7	kJ/mol
DFT total energy	-6753.061	eV

```
11
Properties=species:S:1:pos:R:3:forces:R:3:lowdin_charge:R:1
N 3.289707 -0.477896 -0.045204 -0.6 0.1 0.6 0.154
C 2.279514 0.067723 0.095106 2.9 -1.2 -0.9 -0.245
C 1.148816 0.833751 -0.001324 -4.5 -1.1 0.0 -0.071
C -0.076665 0.275919 -0.089138 0.7 -0.8 0.8 -0.146
C -0.778087 -1.021136 -0.002059 0.3 3.2 1.2 -0.052
C -1.560023 0.262030 0.027858 2.7 -0.1 -1.8 -0.047
H 1.146909 1.861432 -0.027770 0.7 2.3 0.1 0.085
H -0.738853 -1.558028 0.861338 0.4 -1.4 2.4 0.084
H -0.751397 -1.574813 -0.835447 -0.4 -1.9 -3.1 0.076
H -1.897804 0.771435 0.836620 -1.1 0.7 2.8 0.079
H -2.062113 0.559587 -0.819978 -1.2 0.4 -2.0 0.082
```
Positions in Å, forces in eV/Å.


Entry 2:
A structure of composition C5H12O2 at a distorted geometry. Source: OMol25; level of theory: the ωB97M-V functional and the def2-TZVPD basis.

Computed properties:
net charge	0
HOMO-LUMO gap	7.9	eV
ΔE to the lowest compared entry with this formula, charge and spin	521.8	kJ/mol
DFT total energy	-9469.727	eV

```
19
Properties=species:S:1:pos:R:3:forces:R:3:lowdin_charge:R:1
C 0.187541 1.445956 0.205379 -0.2 -0.8 -1.9 -0.248
C -0.632593 -1.649880 0.027529 0.8 2.2 -2.6 -0.327
C 0.142487 0.519520 1.330283 -0.7 -1.4 0.1 -0.141
C -0.855334 -0.796007 1.200095 0.6 1.1 0.5 -0.158
C 0.092992 0.386975 -1.734852 0.9 2.3 -0.1 -0.071
O 1.408614 2.044236 0.000984 -0.4 -0.4 0.0 -0.019
O 0.495291 -2.485059 0.054927 0.3 -0.4 0.4 -0.061
H 1.420043 2.483765 -0.861429 -0.1 0.0 0.1 0.100
H 1.262099 -1.956016 0.302503 -0.1 -0.1 -0.1 0.080
H -0.677276 2.086681 0.036364 0.1 -0.1 0.0 0.124
H -0.374846 -0.702907 -0.915770 -1.2 -2.4 2.6 0.062
H -1.485901 -2.208765 -0.341228 0.0 -0.1 0.2 0.116
H -0.253651 1.015078 2.217619 0.2 0.1 0.1 0.112
H 1.149043 0.156278 1.545894 0.0 0.1 0.0 0.114
H -0.664765 -1.322890 2.136692 -0.2 0.0 0.1 0.108
H -1.876318 -0.413746 1.192652 0.0 0.0 0.1 0.109
H -0.359348 -0.237809 -2.507613 -0.1 -0.5 0.4 0.043
H -0.152688 1.365107 -2.148511 0.2 0.5 0.1 0.019
H 1.174612 0.269484 -1.741519 0.0 -0.1 -0.2 0.039
```
Positions in Å, forces in eV/Å.


Entry 3:
A cluster of 5 separate species, H11NO4 in total at a distorted geometry. Source: OMol25; level of theory: the ωB97M-V functional and the def2-TZVPD basis.

Computed properties:
net charge	+1
multiplicity	2
HOMO-LUMO gap (alpha / beta)	10.1 / 4.4	eV
ΔE to the lowest compared entry with this formula, charge and spin	0.0	kJ/mol
DFT total energy	-9849.759	eV

```
16
Properties=species:S:1:pos:R:3:forces:R:3:lowdin_charge:R:1
N 0.856748 3.108857 0.928219 0.7 0.7 -1.8 0.505
H 0.100552 3.545630 0.389340 -0.5 -0.3 0.5 0.155
H 0.987392 2.083250 0.910292 -0.3 -0.8 0.4 0.098
H 1.696925 3.695305 0.862369 0.1 -0.1 0.7 0.154
H 0.382642 -2.113104 -1.253599 -0.1 -0.3 0.2 0.023
H 1.751083 -1.610502 -1.678519 0.2 -0.1 0.2 0.074
O 1.285503 -1.939256 -0.897589 -0.3 0.4 -0.3 -0.057
H -1.816640 -2.964434 -1.143035 -0.1 0.1 0.2 0.068
H -1.578075 -1.425890 -0.870174 -0.6 -0.2 0.1 0.001
O -1.399426 -2.164699 -1.473701 0.6 0.0 -0.3 -0.048
H -2.516950 0.466136 0.654177 0.0 0.1 0.3 0.059
H -0.941452 0.208252 0.478363 -0.2 0.1 0.5 -0.004
O -1.830245 0.069118 0.121397 0.2 -0.1 -0.7 -0.045
H 1.005595 -0.779533 0.331331 0.3 0.2 -0.6 0.030
H 1.120488 -0.229562 1.766874 0.0 -0.1 0.2 0.074
O 0.895862 0.050432 0.874256 -0.1 0.5 0.3 -0.088
```
Positions in Å, forces in eV/Å.


Entry 4:
A structure of composition C5H9N at a distorted geometry. Source: OMol25; level of theory: the ωB97M-V functional and the def2-TZVPD basis.

Computed properties:
net charge	0
HOMO-LUMO gap	10.5	eV
ΔE to the lowest compared entry with this formula, charge and spin	204.0	kJ/mol
DFT total energy	-6818.880	eV

```
15
Properties=species:S:1:pos:R:3:forces:R:3:lowdin_charge:R:1
C 0.793172 -1.419542 -1.036474 -1.4 -0.9 2.4 -0.170
C 1.234718 -0.082355 -0.716754 0.7 2.4 2.5 -0.107
C -0.162199 0.011132 0.077367 0.9 -1.4 -1.6 -0.540
C -0.071430 0.073507 1.594827 3.0 2.8 -2.2 -0.036
C -1.268557 0.869865 -0.414858 -0.5 1.6 0.2 -0.074
N -0.385587 -1.417818 -0.507542 0.7 0.4 0.5 0.124
H 1.263101 -2.289382 -1.393957 0.5 -0.9 -1.1 0.089
H 2.137078 0.318053 -0.120548 -1.0 -1.4 -0.9 0.137
H 1.236606 0.422192 -1.631843 -0.1 1.6 -1.4 0.077
H -0.938024 -0.335546 1.925959 -2.8 -0.5 1.7 0.042
H 0.200053 1.185980 1.836938 -1.0 -2.1 0.1 0.130
H 0.735235 -0.531013 1.918667 0.9 -0.6 0.5 0.063
H -1.250263 1.905391 0.071512 0.1 -1.2 -1.0 0.105
H -2.201806 0.412238 -0.094263 -0.2 -0.1 0.2 0.078
H -1.322096 0.877297 -1.509030 0.2 0.4 0.2 0.083
```
Positions in Å, forces in eV/Å.